[1]
100
Properties=species:S:1:pos:R:3:forces:R:3 method="wB97M-V/def2-TZVPD" e_above_lowest_kcal_mol=93.9 orbital_gap_ev=6.59 total_charge=+2 total_energy_ha=-3906.12570 largest_force_ev_per_a=2.50
Ta 1.1954 0.5155 -1.5580 -1.91 -0.64 -1.48
C -0.1387 7.6849 0.3822 0.05 0.02 0.02
C -0.4790 6.2394 0.1917 -0.02 -0.09 -0.12
C -0.4349 5.3341 1.2536 0.00 -0.03 0.01
C -0.7871 4.0090 1.0836 0.15 -0.11 0.09
C -1.1864 3.5767 -0.1744 -0.20 -0.16 -0.30
C -1.2112 4.4506 -1.2578 -0.05 -0.14 -0.09
C -0.8508 5.7700 -1.0700 0.04 0.08 0.05
S -1.6934 1.9025 -0.5137 0.15 0.56 0.36
O -0.3468 1.1281 -0.5186 -1.15 0.61 0.58
C -2.4369 1.5571 1.0689 -0.07 -0.15 -0.02
C -3.5950 2.3714 1.1570 -0.07 0.04 -0.15
C -4.2783 2.4973 2.3209 0.03 0.02 -0.02
C -3.7296 1.9520 3.5039 0.15 -0.16 -0.03
C -4.3179 2.1978 4.7642 -0.01 0.06 0.09
C -3.7211 1.7573 5.9107 -0.10 0.06 -0.06
C -2.5008 1.0618 5.8369 0.11 -0.05 -0.04
C -1.9448 0.7518 4.6267 0.01 -0.10 0.08
C -2.5599 1.1555 3.4170 -0.06 0.09 -0.10
C -1.9922 0.7943 2.1259 0.15 0.24 -0.09
C -1.1871 -0.4831 2.2417 -0.02 -0.25 0.03
C -1.9954 -1.5474 2.7893 0.20 0.04 -0.05
C -3.3862 -1.6122 2.5189 -0.19 0.04 0.06
C -4.1486 -2.6323 3.0121 -0.01 0.12 -0.10
C -3.5804 -3.6157 3.8454 0.16 -0.07 0.08
C -2.2450 -3.5812 4.1297 -0.13 -0.10 0.05
C -1.4209 -2.5718 3.5869 0.05 0.17 -0.09
C -0.0312 -2.5291 3.8394 -0.10 0.02 0.01
C 0.7507 -1.6962 3.1034 0.12 0.02 0.24
C 0.1931 -0.7239 2.2385 -0.15 0.02 -0.61
S 1.2465 -0.3516 0.8263 0.69 -1.06 1.97
O 1.9082 0.9926 0.7310 0.13 0.51 -0.52
C 2.5134 -1.5911 0.9677 -0.25 -0.24 -0.29
C 2.0958 -2.9054 0.7752 -0.02 0.03 -0.02
C 3.0388 -3.9116 0.7281 0.02 0.06 -0.02
C 4.4012 -3.6205 0.8430 -0.07 0.00 0.00
C 5.4144 -4.7256 0.8002 0.06 0.03 0.06
C 4.7888 -2.2913 1.0031 0.06 -0.08 0.02
C 3.8557 -1.2690 1.0616 -0.10 0.30 0.11
H 0.2076 7.8872 1.3932 0.01 0.00 -0.01
H -1.0119 8.3098 0.1889 0.00 -0.01 0.00
H 0.6388 7.9864 -0.3206 0.00 0.02 0.02
H -0.1235 5.6759 2.2323 -0.01 0.00 0.00
H -0.7388 3.3233 1.9198 -0.06 0.01 0.02
H -1.5054 4.0992 -2.2403 -0.06 0.05 0.02
H -0.8600 6.4532 -1.9097 -0.03 -0.01 0.00
H -3.9330 2.8815 0.2603 -0.07 0.02 0.06
H -5.2006 3.0615 2.3638 0.02 0.03 0.00
H -5.2386 2.7666 4.8005 0.01 0.01 0.02
H -4.1693 1.9579 6.8741 0.00 0.02 -0.01
H -1.9937 0.7716 6.7475 -0.01 -0.01 -0.01
H -1.0017 0.2211 4.6004 -0.03 -0.03 0.02
H -3.8424 -0.8651 1.8819 -0.01 0.00 0.03
H -5.1995 -2.6897 2.7621 0.00 0.03 0.00
H -4.2033 -4.4016 4.2505 0.00 0.01 0.01
H -1.7953 -4.3354 4.7633 0.00 0.00 -0.01
H 0.4075 -3.2002 4.5664 0.03 -0.04 -0.06
H 1.8271 -1.7531 3.1872 -0.07 -0.03 0.03
H 1.0383 -3.1346 0.6858 0.05 -0.06 -0.03
H 2.7198 -4.9369 0.5905 -0.01 -0.01 0.00
H 4.9468 -5.6717 0.5347 0.05 -0.02 -0.03
H 5.8877 -4.8478 1.7762 -0.02 0.00 0.00
H 6.2106 -4.5070 0.0883 -0.03 -0.01 -0.02
H 5.8400 -2.0445 1.0838 0.00 -0.01 -0.01
H 4.1717 -0.2399 1.1792 -0.01 -0.01 -0.03
O 4.9883 1.3047 -0.9996 -0.21 -0.31 -0.17
C 3.8733 1.3262 -1.3908 0.49 1.36 0.26
O 3.0642 0.2768 -1.6082 1.15 -1.04 0.14
C 3.0597 2.6521 -1.6727 1.10 -0.03 0.06
O 3.5525 3.7237 -1.7361 -0.30 -0.08 -0.04
O 1.7667 2.3284 -1.7869 -0.50 0.88 -0.14
O -0.7769 -0.2769 -2.5363 0.91 0.13 0.52
N -0.8258 -1.5303 -2.7390 -0.23 -0.03 -0.30
N 0.2210 -2.1477 -2.4188 0.07 0.40 0.05
O 1.2520 -1.4675 -1.9032 0.17 -0.81 -0.43
C 0.3550 -3.5631 -2.5734 0.10 -0.60 -0.02
C -0.7835 -4.3551 -2.6761 0.02 0.28 0.05
C -0.6261 -5.7220 -2.8140 0.04 -0.05 -0.01
C 0.6447 -6.2822 -2.8499 0.04 -0.06 0.00
C 1.7698 -5.4765 -2.7550 -0.05 -0.03 0.01
C 1.6318 -4.1061 -2.6117 -0.05 0.28 0.01
H -1.7613 -3.8958 -2.6446 -0.03 -0.07 0.00
H -1.4970 -6.3584 -2.8879 -0.02 0.03 -0.01
H 0.7580 -7.3533 -2.9510 -0.01 0.01 -0.02
H 2.7593 -5.9115 -2.7929 -0.01 0.00 0.00
H 2.4931 -3.4587 -2.5307 0.03 -0.03 0.03
S 2.4327 0.0867 -6.1400 -0.07 0.08 -0.02
C 2.4188 -0.0650 -4.4543 -0.08 -0.02 0.11
N 1.4694 0.5799 -3.8265 -0.04 0.02 0.32
C 0.6606 1.2829 -4.7158 -0.07 0.11 -0.32
C -0.4372 2.0826 -4.3932 0.12 -0.11 -0.02
C -1.1310 2.6857 -5.4178 -0.03 0.03 0.14
C -0.7472 2.5146 -6.7532 0.07 -0.03 -0.09
C 0.3401 1.7371 -7.0878 -0.02 0.04 -0.08
C 1.0413 1.1240 -6.0538 0.07 -0.12 0.31
H 3.1467 -0.6635 -3.9246 0.01 0.00 -0.04
H -0.7303 2.2089 -3.3594 -0.07 0.05 -0.02
H -1.9919 3.3012 -5.1930 0.01 0.00 0.00
H -1.3113 3.0033 -7.5354 0.00 0.00 0.00
H 0.6393 1.6062 -8.1188 -0.01 0.01 0.00

=====

[2]
77
Properties=species:S:1:pos:R:3:forces:R:3 method="wB97M-V/def2-TZVPD" e_above_lowest_kcal_mol=0.0 orbital_gap_ev=6.82 total_energy_ha=-6946.84619 largest_force_ev_per_a=1.03
Tl 0.3856 0.2959 -0.2155 -0.13 0.08 0.15
C 3.4590 -1.1386 -0.2545 0.01 0.16 0.09
C 2.6090 -2.1887 0.3886 -0.32 0.14 -0.01
C 3.2140 -3.3994 0.7685 -0.14 -0.42 0.23
C 2.4539 -4.3604 1.3697 0.01 0.19 -0.09
C 1.0843 -4.1243 1.6059 0.06 0.34 -0.18
C 0.2819 -5.0925 2.2260 -0.28 -0.20 0.19
C -1.0477 -4.8330 2.4496 0.42 -0.37 0.02
C -1.5936 -3.6157 2.0613 0.16 0.34 -0.15
C -0.8407 -2.6171 1.4528 -0.25 -0.15 0.05
S -1.6262 -1.1378 1.0599 -0.23 0.51 0.04
C 0.5443 -2.8665 1.1985 -0.07 -0.85 0.42
N 1.3275 -1.9400 0.5991 0.59 0.06 -0.22
H 4.3718 -1.5815 -0.6427 0.11 0.02 -0.07
H 3.7317 -0.3825 0.4867 0.01 -0.03 -0.11
H 2.9273 -0.6434 -1.0657 0.06 0.03 0.02
H 4.2671 -3.5553 0.5898 0.08 0.02 -0.06
H 2.8737 -5.3105 1.6740 0.08 -0.03 0.00
H 0.7423 -6.0241 2.5262 -0.05 -0.08 0.02
H -1.6746 -5.5720 2.9317 -0.01 -0.02 0.01
H -2.6367 -3.4089 2.2484 -0.08 0.01 0.00
C -3.2519 -1.8246 -2.4668 0.25 0.04 0.16
P -1.8000 -0.7332 -2.1356 -0.79 0.28 -0.57
C -2.7180 0.8118 -1.7363 0.15 -0.20 0.02
C -1.2352 -0.3625 -3.8413 -0.04 -0.05 0.14
C -1.9678 0.3248 -4.7961 0.01 -0.01 -0.04
C -1.3954 0.6497 -6.0130 -0.09 0.04 -0.08
C -0.0852 0.2888 -6.2746 0.09 0.01 -0.04
C 0.6519 -0.4074 -5.3312 0.10 -0.04 -0.03
C 0.0814 -0.7514 -4.1135 -0.07 0.07 0.27
P 0.9472 -1.5711 -2.7202 0.66 -0.54 -0.58
C 2.5454 -2.0550 -3.5249 -0.24 0.15 0.05
C 0.1837 -3.2506 -2.7741 0.08 0.21 0.13
H -3.9118 -1.3821 -3.2100 -0.07 0.05 -0.05
H -3.7837 -1.9510 -1.5260 -0.07 -0.05 0.06
H -2.9274 -2.8012 -2.8187 -0.01 -0.06 -0.02
H -3.5870 0.9628 -2.3759 -0.04 0.02 0.00
H -2.0447 1.6648 -1.8281 -0.05 0.02 0.05
H -3.0377 0.7075 -0.6995 -0.10 0.14 0.02
H -2.9848 0.6212 -4.5833 -0.12 0.05 0.00
H -1.9633 1.1940 -6.7524 -0.06 0.05 -0.08
H 0.3717 0.5606 -7.2140 0.04 0.02 -0.11
H 1.6794 -0.6595 -5.5456 0.09 -0.07 -0.05
H 3.1598 -1.1746 -3.7040 0.10 0.03 -0.03
H 2.3783 -2.5850 -4.4629 0.07 -0.03 -0.04
H 3.0786 -2.7120 -2.8380 0.03 -0.02 0.02
H 0.2091 -3.6564 -3.7844 -0.03 -0.03 -0.04
H -0.8399 -3.1942 -2.4184 -0.04 -0.15 0.04
H 0.7432 -3.9014 -2.1027 0.03 -0.07 0.06
C 4.3183 1.0724 2.7236 -0.19 0.01 -0.10
As 2.3427 1.0038 2.4866 0.52 0.05 0.42
C 1.9583 0.9490 4.4174 -0.06 -0.04 0.05
C 1.9835 2.9061 2.1789 -0.10 -0.07 0.03
C 2.9773 3.8163 1.8392 0.27 -0.14 -0.01
C 2.6778 5.1459 1.5916 0.06 0.03 -0.03
C 1.3681 5.5816 1.6805 -0.04 0.12 -0.02
C 0.3690 4.6767 1.9940 -0.17 0.07 0.02
C 0.6556 3.3408 2.2354 -0.05 0.01 0.01
As -0.7672 2.0257 2.5571 -0.25 0.39 0.33
C -1.5118 2.8089 4.2209 0.01 -0.12 -0.03
C -2.1282 2.7870 1.3575 -0.03 -0.06 -0.04
H 4.8281 1.2714 1.7804 -0.05 0.00 0.00
H 4.6498 0.0974 3.0853 -0.09 -0.01 -0.03
H 4.6122 1.8269 3.4512 -0.05 0.07 0.03
H 2.4067 1.7924 4.9410 0.03 0.05 -0.07
H 2.3603 0.0224 4.8281 0.01 -0.02 -0.05
H 0.8815 0.9515 4.5824 0.05 -0.03 -0.02
H 4.0052 3.4850 1.7485 0.00 0.03 0.06
H 3.4650 5.8384 1.3226 0.02 0.00 0.01
H 1.1232 6.6185 1.4926 -0.01 0.03 -0.01
H -0.6590 5.0167 2.0408 0.00 0.04 0.00
H -1.6759 3.8821 4.1269 0.04 0.01 -0.09
H -0.8472 2.6300 5.0664 0.03 -0.03 -0.07
H -2.4670 2.3225 4.4278 0.05 0.00 -0.03
H -2.5093 3.7466 1.7089 0.07 -0.02 0.03
H -2.9599 2.0844 1.2980 0.02 -0.01 0.02
H -1.7068 2.9108 0.3599 0.01 -0.01 0.02

=====

[3]
162
Properties=species:S:1:pos:R:3:forces:R:3 method="wB97M-V/def2-TZVPD" e_above_lowest_kcal_mol=261.0 orbital_gap_ev=2.73 total_charge=+3 total_energy_ha=-3437.88338 largest_force_ev_per_a=4.09
C 2.7238 10.2981 3.0712 -1.06 -0.47 1.89
C 1.1664 10.1939 3.4194 0.77 -0.08 -2.21
N 0.3676 9.5466 2.2589 -1.28 -1.05 1.19
C -1.1516 9.5613 2.6256 0.97 1.43 -0.16
C 0.5777 10.3389 0.9319 0.45 0.33 0.69
C 0.3162 11.8714 1.0829 -0.43 -1.10 0.22
C 0.6683 8.0409 1.9851 1.19 0.91 0.08
C 0.7694 7.0407 3.1840 -1.66 -0.88 -0.27
O 0.4181 5.6859 2.8191 -0.39 1.03 -1.31
C 1.1949 5.0727 1.7482 0.07 0.53 1.54
H 3.0924 10.7088 2.1312 -0.67 0.07 0.02
H 3.2208 9.3477 3.2660 -0.19 -0.26 -0.37
H 3.1258 10.8973 3.8882 0.05 0.37 -0.15
H 0.6812 11.1678 3.4833 0.38 0.04 0.27
H 0.9271 9.6357 4.3246 0.37 -0.08 -0.11
H -1.6737 9.0289 1.8305 -0.12 0.28 0.25
H -1.4011 10.6181 2.7206 -0.31 -0.04 -0.71
H -1.4499 9.2511 3.6270 0.84 -0.95 -0.08
H -0.0950 9.8248 0.2454 0.01 0.39 -0.19
H 1.6101 10.1460 0.6405 -0.15 -0.16 -0.02
H 0.3987 12.4783 0.1813 -0.19 -0.70 -0.41
H 0.9998 12.3937 1.7521 -0.08 -0.42 0.32
H -0.7138 11.8942 1.4389 0.11 0.87 0.00
H 1.6563 8.0550 1.5249 -0.02 0.01 -0.19
H -0.0501 7.7885 1.2053 -0.06 -0.43 0.34
H -0.0108 7.1359 3.9393 0.11 0.97 0.10
H 1.7354 7.1252 3.6818 0.26 -0.13 -0.21
H 2.0321 4.7912 2.3869 0.85 -0.55 -1.35
H 1.4009 5.7461 0.9163 0.37 0.22 0.23
H 0.6765 4.2303 1.2902 -0.17 -0.06 0.64
C -6.1722 0.9823 -1.7842 0.41 -0.04 -1.71
C -7.0393 0.2507 -2.8263 -0.29 -0.87 -0.46
N -7.0911 0.9121 -4.2561 0.44 -0.60 0.83
C -7.9423 0.0228 -5.2311 1.65 -0.20 0.90
C -7.7260 2.3344 -4.0765 -0.26 -1.32 -1.48
C -9.1070 2.3038 -3.4416 -0.94 0.44 0.50
C -5.6689 1.0826 -4.8814 -0.76 -0.45 1.87
C -4.9642 -0.2158 -5.2949 -0.19 -0.99 0.45
O -5.1079 -1.3042 -4.3173 0.29 0.53 -1.45
C -4.3156 -2.4921 -4.6252 0.24 -0.38 0.39
H -6.3273 0.6471 -0.7587 -0.50 0.51 -0.15
H -6.1236 2.0459 -2.0176 -0.59 0.23 1.01
H -5.1452 0.6965 -2.0118 0.13 -0.36 0.09
H -8.1009 0.0443 -2.6899 -0.04 0.78 0.87
H -6.6419 -0.7643 -2.8343 0.17 0.18 -0.97
H -7.4522 -0.9506 -5.2536 0.43 0.13 0.08
H -7.8184 0.4463 -6.2278 -0.67 0.19 0.18
H -8.9320 -0.2658 -4.8772 -0.12 1.08 -0.03
H -7.7080 2.5998 -5.1335 -0.61 0.61 0.07
H -7.0679 3.0406 -3.5703 0.22 -0.53 0.10
H -9.1067 2.5012 -2.3696 0.45 -0.19 0.07
H -9.7574 1.4381 -3.5669 0.63 -0.46 -0.28
H -9.7855 3.0737 -3.8089 0.51 0.41 -0.42
H -5.0787 1.5265 -4.0797 -0.13 0.05 0.10
H -5.7300 1.8553 -5.6477 -0.09 -0.46 -0.37
H -3.9121 0.0646 -5.3464 0.16 -0.12 -0.25
H -5.3001 -0.5415 -6.2793 0.03 -0.14 -0.05
H -4.7045 -3.2935 -5.2534 -1.13 0.72 -0.69
H -4.2164 -3.0657 -3.7036 0.39 0.66 0.34
H -3.3470 -2.2798 -5.0778 0.12 0.46 0.42
C 0.9454 0.0170 6.0714 1.50 -0.06 0.51
C 2.1239 -0.9465 5.8026 -1.15 -1.50 0.50
N 2.9828 -1.3569 7.0886 1.80 0.10 -0.01
C 3.4656 -0.1205 7.8905 -1.04 -0.60 -1.45
C 2.1841 -2.2671 8.1322 -0.20 1.06 -2.47
C 1.4994 -3.4652 7.4623 0.01 -0.94 1.53
C 4.2402 -2.1977 6.6322 0.74 0.74 -1.67
C 5.5436 -1.4439 6.1644 -1.57 0.78 -0.93
O 5.1925 -0.6825 4.9678 0.32 -1.48 0.61
C 5.8163 0.5639 4.8261 -0.12 0.85 1.16
H 0.3629 -0.2672 6.9478 -0.11 0.03 -0.13
H 0.3032 0.1215 5.1969 0.13 -0.35 0.02
H 1.4136 0.9876 6.2349 -0.40 0.27 0.20
H 2.6640 -0.6330 4.9092 1.01 0.26 0.83
H 1.7480 -1.9187 5.4839 -0.16 -0.06 0.14
H 3.7696 0.6861 7.2232 0.33 -0.39 -0.29
H 4.3011 -0.4204 8.5229 -0.53 0.14 0.32
H 2.5404 0.2581 8.3249 0.48 -0.08 0.80
H 1.5032 -1.5452 8.5832 -0.18 -0.40 0.10
H 2.9265 -2.5823 8.8654 -0.05 0.04 -0.16
H 0.5722 -3.4649 6.8892 0.34 1.19 -0.43
H 1.1266 -4.0010 8.3352 0.11 -0.32 0.31
H 2.1869 -4.1825 7.0141 0.17 0.31 -0.17
H 3.9381 -2.7396 5.7360 -0.33 0.20 -0.11
H 4.6036 -3.0142 7.2562 -0.74 0.43 1.07
H 6.2693 -2.2234 5.9323 -0.06 -0.14 -0.21
H 6.0404 -0.7970 6.8874 -0.34 0.13 0.30
H 5.4836 1.1542 5.6799 -0.20 0.67 0.06
H 5.4883 1.0549 3.9099 0.08 -0.35 0.00
H 6.8993 0.6136 4.9385 0.23 -0.65 -0.52
C -2.5020 -12.0009 1.8870 0.96 0.47 0.85
C -1.2522 -11.0001 1.9032 -0.23 -1.40 1.09
N -0.2138 -11.2880 3.0152 0.99 -0.32 2.93
C 0.1607 -12.7748 2.9490 -0.40 1.57 -0.85
C 1.0630 -10.3614 2.9348 -0.68 -1.70 -2.61
C 1.7416 -10.5747 1.5199 0.09 0.78 1.30
C -0.6781 -11.1024 4.5484 -2.27 1.48 -0.89
C -1.1709 -9.6297 4.9283 0.44 -1.12 -0.77
O -2.3178 -9.3452 4.1654 0.87 -0.75 -0.86
C -2.7854 -8.0121 4.2028 -0.76 -0.51 1.55
H -2.8376 -12.3919 2.8476 -0.10 1.07 0.63
H -2.3144 -12.9954 1.4823 0.39 0.48 -1.15
H -3.3332 -11.4747 1.4174 0.11 -0.33 -0.11
H -1.5049 -9.9494 2.0453 -0.27 -0.29 -0.34
H -0.6653 -11.2005 1.0068 -0.17 0.45 -0.07
H 0.2065 -13.0045 1.8844 0.19 -0.30 0.17
H -0.6959 -13.2910 3.3824 0.57 -0.31 0.18
H 1.1417 -12.8884 3.4103 -0.38 -0.37 0.21
H 1.7430 -10.7390 3.6985 -0.31 0.40 0.25
H 0.6519 -9.3613 3.0722 0.58 -0.07 0.09
H 2.7937 -10.2940 1.5703 -0.02 0.23 0.26
H 1.3117 -9.9139 0.7671 -0.16 -0.43 -0.09
H 1.7879 -11.6306 1.2531 -0.39 0.13 -0.20
H -0.0577 -11.5073 5.3479 1.17 0.18 -0.83
H -1.5419 -11.7586 4.6552 -0.35 0.25 -0.32
H -0.4100 -8.8619 4.7882 0.29 -0.02 -0.31
H -1.3532 -9.6013 6.0026 -0.34 -0.32 0.26
H -2.0566 -7.2189 4.0359 0.20 -0.23 -0.51
H -3.1331 -7.9331 5.2329 -0.32 0.80 0.17
H -3.6681 -7.9834 3.5640 0.36 0.27 -0.17
C 4.5113 4.8582 -5.6579 -0.47 -1.18 -0.23
C 3.9269 4.0871 -6.8854 -0.79 0.95 0.75
N 2.5996 4.6743 -7.4793 0.16 -0.16 0.97
C 2.7809 6.1713 -7.8491 -0.34 -1.48 -1.16
C 2.3090 3.7940 -8.7393 0.14 0.71 -0.81
C 1.1651 4.1760 -9.7151 0.13 -0.36 0.39
C 1.4307 4.6927 -6.4431 0.96 -1.25 0.30
C 1.0959 3.3084 -5.7154 1.59 1.00 -0.11
O 2.0633 2.9780 -4.6618 -1.13 2.74 -2.82
C 1.9344 1.6960 -4.1756 1.19 -1.01 0.31
H 4.6962 5.9276 -5.7593 0.59 -0.34 -0.36
H 5.3388 4.2021 -5.3879 0.96 0.75 -0.44
H 4.0035 4.7235 -4.7028 -1.11 0.01 -0.42
H 3.7542 3.0599 -6.5641 -0.42 0.09 -0.11
H 4.5801 4.0197 -7.7554 0.28 0.40 0.29
H 3.6070 6.3479 -8.5379 0.47 -0.52 0.38
H 2.8762 6.8097 -6.9707 -0.31 -0.31 -0.16
H 1.9298 6.3400 -8.5089 -0.31 0.66 0.66
H 2.2494 2.7414 -8.4627 0.04 0.22 0.43
H 3.2407 3.9387 -9.2860 -0.02 -0.30 -0.10
H 1.0719 3.4950 -10.5611 1.05 -0.45 0.01
H 1.3667 5.1296 -10.2031 -0.56 0.20 0.37
H 0.1580 3.9849 -9.3446 -0.06 0.95 0.60
H 0.6304 5.0968 -7.0631 -0.41 -0.29 0.48
H 1.7241 5.4123 -5.6788 -0.05 0.04 -0.12
H 1.1053 2.5591 -6.5070 -0.25 -0.46 0.25
H 0.1293 3.3922 -5.2187 -0.26 0.02 -0.39
H 2.7913 1.7057 -3.5021 -0.66 -0.68 0.93
H 2.2231 0.9217 -4.8864 -0.41 -0.08 -0.47
H 0.9385 1.5031 -3.7767 0.15 -0.15 0.43
O 2.9119 -3.4679 -6.5950 -2.32 1.39 2.97
C 3.7689 -3.7204 -7.5491 2.06 -1.49 -3.11
O 4.3773 -4.7894 -7.4431 1.05 -1.85 1.06
O 3.8679 -2.9660 -8.4997 -0.49 2.58 -1.40
H 3.1946 -4.1483 -5.9796 -0.42 -0.33 0.55
P 1.0511 -4.3233 0.6223 0.80 -0.36 -2.02
F 0.3389 -2.8253 0.6596 0.21 -1.36 -0.03
F 0.6445 -4.6909 2.1474 -0.78 0.48 0.10
F -0.3631 -5.0208 0.0656 1.30 0.60 0.83
F 1.9389 -5.6545 0.5791 -0.83 -2.20 0.28
F 1.5571 -4.1847 -0.9500 -1.09 1.25 0.77
F 2.4125 -3.6643 1.1561 0.26 1.62 0.42

=====

[4]
11
Properties=species:S:1:pos:R:3:forces:R:3 method="wB97M-V/def2-TZVPD" e_above_lowest_kcal_mol=43.1 smiles=C[C@H](Br)CI orbital_gap_ev=8.37 total_energy_ha=-2989.54656 largest_force_ev_per_a=3.04
C 0.7598 -0.6998 -0.9093 -1.66 1.06 -0.48
C -0.3914 0.2233 -0.5645 0.04 0.90 2.46
Br 0.0198 2.0823 -1.1054 0.07 -0.01 0.03
C -0.4521 0.3746 1.0020 1.06 1.84 2.18
I -1.0841 -1.2492 2.8838 0.64 1.20 -2.20
H 0.7114 -1.5052 -0.2448 -0.31 -1.76 0.52
H 0.4757 -0.8616 -1.8998 0.40 -1.57 -1.85
H 1.7641 -0.3736 -0.8979 0.82 1.21 0.27
H -1.3431 0.0919 -1.1366 0.87 -0.54 1.00
H -1.0503 1.1896 1.4685 -0.33 -0.89 -0.99
H 0.5902 0.7277 1.4040 -1.60 -1.44 -0.94